{
  "formula": "C19H27N5O3ReSeSi",
  "method": "ωB97M-V with the def2-TZVPD basis set",
  "elements": ["Re", "C", "C", "N", "N", "C", "O", "C", "C", "C", "C", "C", "C", "C", "C", "C", "C", "C", "N", "H", "H", "H", "H", "H", "H", "H", "H", "H", "H", "H", "H", "C", "O", "C", "O", "N", "N", "H", "H", "H", "H", "H", "H", "C", "Si", "C", "C", "Se", "H", "H", "H", "H", "H", "H", "H", "H", "H"],
  "xyz": [[0.731, 0.660, 0.101], [-2.419, 2.148, 2.598], [-1.330, 1.962, 1.608], [-0.956, 0.783, 1.193], [-1.542, -0.356, 1.649], [-0.922, -1.414, 1.148], [0.088, -1.324, 0.335], [-1.405, -2.746, 1.525], [-1.004, -3.854, 0.779], [-1.456, -5.116, 1.124], [-2.297, -5.278, 2.217], [-2.698, -4.175, 2.962], [-2.262, -2.908, 2.615], [-0.567, 3.090, 1.048], [-0.924, 4.410, 1.256], [-0.200, 5.418, 0.639], [0.864, 5.078, -0.180], [1.185, 3.743, -0.330], [0.499, 2.767, 0.275], [-2.814, 1.183, 2.894], [-3.228, 2.746, 2.171], [-2.040, 2.671, 3.478], [-0.357, -3.711, -0.076], [-1.156, -5.975, 0.538], [-2.644, -6.267, 2.486], [-3.357, -4.304, 3.811], [-2.574, -2.041, 3.180], [-1.776, 4.637, 1.880], [-0.466, 6.456, 0.792], [1.441, 5.830, -0.700], [2.009, 3.431, -0.956], [2.827, -1.447, 3.892], [3.604, -0.962, 2.760], [2.979, -0.276, 1.857], [1.793, 0.074, 1.926], [3.746, 0.063, 0.808], [3.132, 0.738, -0.248], [3.549, -1.916, 4.547], [2.095, -2.172, 3.547], [2.334, -0.618, 4.392], [4.722, -0.195, 0.780], [3.336, 0.271, -1.127], [3.489, 1.690, -0.296], [-0.219, -2.038, -4.419], [-0.295, -0.219, -4.618], [-1.923, 0.622, -4.595], [1.121, 0.645, -5.405], [0.463, 0.595, -2.178], [-0.418, -2.523, -5.381], [-0.968, -2.383, -3.707], [0.766, -2.358, -4.080], [-2.411, 0.530, -5.572], [-1.806, 1.684, -4.375], [-2.579, 0.178, -3.846], [1.077, 0.532, -6.493], [2.069, 0.233, -5.060], [1.094, 1.710, -5.173]],
  "forces_ev_per_angstrom": [[0.0802, -0.9585, -0.4994], [-0.0153, 0.0152, -0.0024], [0.0536, -0.2022, 0.1302], [0.3651, 0.0952, -0.1593], [-0.0599, -0.2293, -0.0284], [-0.2175, 0.3218, 0.0497], [0.4485, 0.2371, -0.0028], [0.0163, -0.0652, -0.0502], [0.0098, 0.0063, 0.0086], [0.0168, -0.0052, -0.0443], [0.0064, 0.0177, 0.0196], [-0.0262, -0.0085, -0.0178], [0.0107, 0.0121, -0.0123], [-0.0815, 0.0181, -0.0292], [-0.1432, -0.0212, 0.0363], [0.0389, 0.0320, -0.0021], [-0.0671, 0.0540, -0.0651], [-0.0200, -0.0486, 0.0672], [0.6970, 0.1146, 0.3678], [-0.0152, -0.0015, 0.0046], [0.0191, 0.0206, -0.0002], [-0.0215, 0.0325, -0.0213], [0.0289, -0.0277, 0.0340], [-0.0049, 0.0054, 0.0185], [-0.0039, 0.0170, 0.0042], [0.0131, -0.0001, -0.0099], [0.0047, -0.0254, 0.0122], [0.0319, 0.0350, 0.0075], [-0.0147, -0.0192, -0.0048], [0.0201, -0.0078, 0.0383], [0.0028, 0.0089, -0.0195], [-0.0784, -0.0523, 0.1467], [-0.0625, 0.0270, 0.0282], [0.1668, -0.0380, 0.1447], [-0.7274, 0.3702, -0.1387], [0.1817, -0.1490, -0.0402], [-0.6917, 0.2627, 0.0129], [0.0420, 0.0110, -0.0221], [0.0049, 0.0093, -0.0696], [0.0349, 0.0514, -0.0315], [-0.0033, 0.0093, -0.0877], [-0.0754, -0.0440, 0.0067], [0.0232, -0.0090, -0.0411], [-0.0638, -0.1568, -0.1448], [0.1790, 0.0896, 1.0021], [-0.1158, 0.0089, -0.0962], [0.0158, 0.0061, -0.1796], [0.0057, 0.1936, -0.1623], [0.0108, -0.0111, 0.0300], [-0.0136, 0.0092, -0.0142], [0.0117, 0.0109, -0.0362], [0.0068, 0.0167, 0.0187], [-0.0102, 0.0040, -0.0548], [-0.0054, -0.0261, -0.0321], [0.0036, 0.0061, 0.0220], [-0.0033, -0.0289, -0.0419], [-0.0090, 0.0061, -0.0485]],
  "nbo_charge": [1.136, -0.696, 0.324, -0.278, -0.415, 0.596, -0.689, -0.098, -0.189, -0.199, -0.162, -0.206, -0.174, 0.141, -0.190, -0.109, -0.218, 0.085, -0.471, 0.283, 0.259, 0.257, 0.225, 0.228, 0.233, 0.233, 0.233, 0.253, 0.256, 0.257, 0.207, -0.260, -0.448, 0.927, -0.661, -0.452, -0.595, 0.231, 0.212, 0.210, 0.433, 0.418, 0.394, -1.194, 1.815, -1.193, -1.192, -0.238, 0.284, 0.275, 0.270, 0.286, 0.269, 0.275, 0.286, 0.266, 0.269],
  "multiplicity": 2,
  "s_squared": 0.7922,
  "charge": 2,
  "e_lumo_ev": [-7.62, -7.24],
  "orbital_gap_ev": [5.815, 6.197],
  "e_above_lowest_kj_mol": 0.0,
  "max_force_ev_per_a": 1.1,
  "total_energy_ev": -109075.0654
}